Record 1
{
  "formula": "C22H38INO9",
  "method": "ωB97M-V with the def2-TZVPD basis set",
  "multiplicity": 1,
  "mol_weight_g_mol": 587.4,
  "e_homo_ev": -9.20,
  "smiles": "C=C[C@H]1OC(=O)O[C@@]1(I)c1ccccn1.COCCOC.COCCOC.COCCOC",
  "species": ["C", "C", "C", "O", "C", "O", "O", "C", "I", "C", "C", "C", "C", "C", "N", "H", "H", "H", "H", "H", "H", "H", "H", "C", "O", "C", "C", "O", "C", "H", "H", "H", "H", "H", "H", "H", "H", "H", "H", "C", "O", "C", "C", "O", "C", "H", "H", "H", "H", "H", "H", "H", "H", "H", "H", "C", "O", "C", "C", "O", "C", "H", "H", "H", "H", "H", "H", "H", "H", "H", "H"],
  "coordinates": [[-3.709, -0.913, 3.063], [-2.626, -1.098, 2.330], [-1.275, -0.704, 2.829], [-0.588, -1.910, 3.178], [0.706, -1.805, 2.799], [1.591, -2.434, 3.237], [0.797, -0.912, 1.797], [-0.288, 0.012, 1.854], [0.603, 1.753, 2.809], [-0.792, 0.310, 0.478], [-0.073, -0.124, -0.630], [-0.605, 0.127, -1.888], [-1.818, 0.796, -1.971], [-2.428, 1.214, -0.792], [-1.940, 0.985, 0.425], [-4.660, -1.342, 2.795], [-3.651, -0.305, 3.954], [-2.666, -1.520, 1.336], [-1.365, -0.088, 3.718], [0.862, -0.647, -0.535], [-0.102, -0.187, -2.791], [-2.301, 0.995, -2.913], [-3.371, 1.742, -0.851], [-2.595, -6.580, -2.190], [-1.327, -6.103, -2.600], [-1.379, -4.833, -3.231], [-0.946, -3.726, -2.296], [-1.861, -3.548, -1.226], [-1.419, -4.122, -0.007], [-2.430, -7.448, -1.554], [-3.146, -5.826, -1.623], [-3.190, -6.888, -3.057], [-2.383, -4.632, -3.615], [-0.690, -4.865, -4.081], [-0.920, -2.785, -2.856], [0.061, -3.921, -1.914], [-0.605, -3.529, 0.426], [-1.082, -5.151, -0.145], [-2.260, -4.116, 0.685], [2.631, -0.553, -5.049], [1.326, -0.059, -5.300], [1.323, 1.233, -5.894], [1.050, 1.165, -7.379], [2.107, 0.528, -8.079], [1.824, -0.816, -8.425], [2.540, -1.606, -4.787], [3.272, -0.461, -5.928], [3.090, -0.020, -4.209], [2.270, 1.746, -5.705], [0.525, 1.809, -5.415], [0.971, 2.185, -7.768], [0.099, 0.657, -7.568], [1.093, -0.858, -9.240], [1.446, -1.382, -7.571], [2.753, -1.269, -8.766], [2.605, 5.493, 8.741], [1.290, 5.734, 8.275], [1.248, 6.455, 7.054], [0.972, 5.548, 5.876], [2.045, 4.649, 5.642], [1.798, 3.342, 6.131], [2.538, 4.778, 9.559], [3.241, 5.075, 7.957], [3.055, 6.418, 9.118], [2.181, 7.004, 6.897], [0.435, 7.184, 7.135], [0.862, 6.163, 4.977], [0.036, 5.003, 6.029], [1.063, 2.833, 5.498], [1.441, 3.355, 7.163], [2.736, 2.791, 6.089]],
  "forces_ev_per_a": [[0.169, 0.019, -0.008], [0.062, 0.383, -0.268], [-0.461, 0.466, -0.068], [0.381, 0.302, 0.356], [-1.274, -0.028, -0.092], [1.050, -0.755, 0.239], [0.208, 0.652, -0.578], [0.566, -0.807, 0.378], [-0.332, 0.116, -0.230], [0.206, 0.118, 0.012], [-0.332, 0.121, -0.364], [-0.339, 0.173, 0.066], [0.157, -0.041, 0.374], [-0.029, -0.098, -0.083], [0.236, -0.087, -0.447], [-0.216, 0.199, -0.185], [-0.053, -0.231, 0.316], [-0.024, -0.481, 0.037], [-0.163, -0.094, 0.200], [0.114, -0.072, 0.182], [0.142, -0.063, -0.034], [0.024, 0.030, -0.146], [-0.078, 0.090, 0.141], [0.042, -0.026, -0.011], [-0.100, 0.050, 0.065], [0.221, -0.178, -0.017], [-0.204, 0.279, 0.004], [0.057, -0.115, 0.056], [-0.031, 0.066, -0.009], [0.036, -0.014, -0.028], [-0.013, 0.009, -0.013], [-0.047, 0.027, 0.020], [-0.025, 0.023, 0.023], [-0.021, 0.041, -0.010], [0.044, -0.025, -0.028], [0.008, -0.049, 0.000], [0.037, -0.049, 0.011], [0.026, 0.003, -0.002], [-0.011, 0.041, -0.010], [-0.048, -0.035, 0.041], [0.097, -0.002, -0.006], [-0.259, -0.083, 0.126], [0.195, 0.147, -0.129], [-0.041, -0.106, 0.080], [0.026, 0.035, -0.035], [-0.039, 0.008, 0.021], [0.008, 0.017, 0.001], [0.049, 0.009, -0.031], [0.029, -0.006, -0.029], [0.022, 0.030, -0.013], [-0.034, -0.002, 0.016], [-0.011, -0.028, 0.029], [-0.032, -0.041, 0.028], [-0.019, 0.001, -0.001], [0.014, 0.041, -0.022], [-0.043, 0.003, 0.025], [0.102, -0.044, -0.054], [-0.219, -0.012, 0.163], [0.182, 0.062, -0.196], [-0.034, -0.045, 0.107], [0.031, 0.028, -0.044], [-0.040, 0.022, 0.016], [0.012, 0.017, -0.007], [0.050, -0.011, -0.028], [0.028, -0.018, -0.024], [0.018, 0.014, -0.030], [-0.032, 0.005, 0.014], [-0.009, -0.011, 0.038], [-0.026, -0.026, 0.148], [-0.022, 0.009, -0.003], [0.010, 0.021, -0.051]],
  "mulliken_charge": [-0.9567, -0.2442, 0.4903, -0.3764, 0.6169, -0.5389, -0.4007, 0.1867, 0.2988, 0.0386, -0.5597, -0.4452, -0.6436, -0.4387, -0.3596, 0.3029, 0.2585, 0.2753, 0.3796, 0.5044, 0.7931, 0.4390, 0.4147, -0.6875, -0.3694, -0.7340, -0.1264, -0.3521, -0.7491, 0.2445, 0.2791, 0.3286, 0.3669, 0.3674, 0.1591, 0.3666, 0.1641, 0.4623, 0.2850, -0.8836, -0.1770, -0.5064, -0.5983, -0.3761, -0.6683, 0.2342, 0.4220, 0.3176, 0.3776, 0.3419, 0.3752, 0.3380, 0.3253, 0.2624, 0.2416, -0.7149, -0.3699, -0.5466, -0.4351, -0.3550, -0.6405, 0.2454, 0.3144, 0.3243, 0.3221, 0.3651, 0.3769, 0.3176, 0.1343, 0.3431, 0.2523]
}

=====

Record 2
{
  "formula": "C7H7NO3",
  "method": "ωB97M-V with the def2-TZVPD basis set",
  "multiplicity": 1,
  "mol_weight_g_mol": 153.1,
  "e_homo_ev": -8.64,
  "smiles": "Nc1ccc(C(=O)O)c(O)c1",
  "species": ["N", "C", "C", "C", "C", "C", "O", "O", "C", "O", "C", "H", "H", "H", "H", "H", "H", "H"],
  "coordinates": [[-1.738, 2.442, -0.468], [-0.929, 1.334, -0.155], [0.386, 1.590, -0.552], [1.331, 0.538, -0.261], [0.946, -0.741, 0.140], [1.964, -1.745, 0.448], [3.107, -1.301, 0.744], [1.783, -3.117, 0.355], [-0.399, -0.937, 0.154], [-0.843, -2.207, 0.317], [-1.337, 0.079, 0.061], [-1.322, 3.374, -0.406], [-2.795, 2.624, -0.118], [0.877, 2.422, -0.914], [2.445, 0.828, -0.310], [0.819, -3.153, 0.459], [-1.914, -2.022, 0.610], [-2.382, -0.009, -0.105]],
  "forces_ev_per_a": [[-4.182, 1.391, 1.448], [0.922, 4.428, -2.704], [2.670, -4.819, 2.498], [0.800, 2.662, -0.441], [0.217, 0.581, -0.560], [5.384, 0.469, 0.844], [-3.297, -1.805, -0.896], [-0.823, 2.540, 0.488], [-1.367, -0.522, 0.299], [-5.255, 0.367, 1.531], [-0.103, -0.795, 0.194], [0.337, -0.882, -0.087], [3.397, -1.472, -0.855], [-0.048, 2.134, -0.558], [-1.924, -0.884, -0.092], [-0.264, -0.923, -0.313], [4.498, -1.460, -1.230], [-0.963, -1.010, 0.434]],
  "nbo_charge": [-0.8146, 0.2243, -0.3019, -0.0706, -0.3232, 0.7622, -0.5838, -0.6540, 0.3853, -0.6865, -0.4008, 0.3880, 0.3851, 0.2235, 0.2483, 0.4941, 0.5018, 0.2228]
}

=====

Record 3
{
  "formula": "C3H7N2O2",
  "method": "ωB97M-V with the def2-TZVPD basis set",
  "multiplicity": 1,
  "mol_weight_g_mol": 103.1,
  "charge": -1,
  "e_homo_ev": -3.67,
  "smiles": "NCC(=O)NC[O-]",
  "species": ["N", "C", "C", "O", "N", "C", "O", "H", "H", "H", "H", "H", "H", "H"],
  "coordinates": [[0.923, 2.280, 0.679], [0.130, 1.330, 1.496], [-0.176, -0.041, 0.855], [-0.341, -0.993, 1.645], [-0.338, -0.135, -0.449], [-0.365, -1.584, -1.494], [-0.088, -1.240, -2.672], [1.911, 2.114, 0.818], [0.767, 2.154, -0.315], [0.681, 1.183, 2.419], [-0.838, 1.786, 1.645], [-0.167, 0.658, -1.051], [-1.385, -1.915, -1.208], [0.345, -2.167, -0.872]],
  "forces_ev_per_a": [[0.070, 0.170, 0.212], [0.605, 0.163, -1.529], [-0.074, -0.376, 0.651], [0.116, 0.140, -0.095], [0.015, -0.254, -0.483], [-0.143, 0.349, 1.185], [0.056, -0.006, -0.407], [-0.011, -0.133, -0.017], [-0.129, -0.043, 0.110], [-0.349, -0.141, 0.236], [-0.291, 0.149, 0.540], [0.057, 0.004, 0.086], [-0.122, 0.013, -0.291], [0.198, -0.036, -0.198]],
  "nbo_charge": [-0.8485, -0.3007, 0.6087, -0.7323, -0.7195, 0.2269, -0.8246, 0.3435, 0.3488, 0.1968, 0.1864, 0.3493, 0.0796, 0.0857]
}

=====

Record 4
{
  "formula": "C5H9NO",
  "method": "ωB97M-V with the def2-TZVPD basis set",
  "multiplicity": 1,
  "mol_weight_g_mol": 99.1,
  "e_homo_ev": -9.38,
  "smiles": "C=C(C)C#N.CO",
  "species": ["C", "C", "C", "C", "N", "H", "H", "H", "H", "H", "C", "O", "H", "H", "H", "H"],
  "coordinates": [[-0.172, -1.244, 0.446], [-1.309, -0.603, 0.144], [-1.543, 0.687, -0.617], [-2.473, -1.440, 0.273], [-3.315, -2.219, 0.105], [-0.177, -2.094, 1.118], [0.779, -0.986, 0.020], [-2.497, 1.133, -0.310], [-0.749, 1.418, -0.459], [-1.618, 0.475, -1.688], [2.449, 0.730, -0.076], [1.170, 0.950, 0.469], [2.893, 1.673, -0.405], [2.280, 0.111, -0.966], [3.165, 0.184, 0.559], [1.119, 1.226, 1.387]],
  "forces_ev_per_a": [[-0.183, -0.152, -0.137], [0.103, -0.381, -0.240], [0.017, -0.042, -0.086], [-0.919, -0.762, -0.152], [0.443, 0.788, 0.492], [-0.265, -0.274, -0.406], [-0.103, 0.131, 0.334], [0.173, -0.164, -0.038], [-0.117, -0.308, -0.023], [-0.033, 0.049, 0.040], [0.309, 0.059, -0.221], [0.019, 0.748, 0.167], [0.146, -0.078, 0.048], [0.121, 0.148, 0.099], [-0.351, 0.213, 0.109], [0.639, 0.025, 0.013]],
  "nbo_charge": [-0.2776, -0.1335, -0.6421, 0.2557, -0.3290, 0.2044, 0.2072, 0.2238, 0.2503, 0.2268, -0.2562, -0.7451, 0.1773, 0.1800, 0.1742, 0.4840]
}

=====

no.,HOMO-LUMO gap (hartree),LUMO level (hartree)
1,0.3320,-0.006
2,0.3262,0.009
3,0.2865,0.152
4,0.3638,0.019